Record 1
Formula: C97H112N5P2Pd
Source: the OMol25 dataset
Level of theory: ωB97M-V with the def2-TZVPD basis set

Computed properties:
LUMO = -0.146 Ha
HOMO = -7.19 eV
ΔE to the lowest compared entry with this formula, charge and spin = 46.4 kJ/mol
calculated total energy = -131907.983 eV
gap between HOMO and LUMO = 3.228 eV
charge = +1

Cartesian coordinates (Å):
C  4.6196  2.4972  3.0287
C  4.4595  2.7804  4.5331
C  5.2565  1.7830  5.3735
C  2.9875  2.8138  4.9129
C  2.2927  1.6870  5.3692
C  0.9123  1.7193  5.5570
C  0.1131  0.4611  5.8595
C  0.9402  -0.6696  6.4597
C  -0.7198  0.0024  4.6654
C  0.2216  2.9558  5.4115
C  -1.2010  3.0612  5.7164
N  -1.7119  3.0743  7.0076
C  -1.0663  2.5302  8.1805
C  -1.5061  1.3015  8.7040
C  -2.7528  0.6051  8.1524
C  -3.9904  1.1771  8.8354
C  -2.6887  -0.9227  8.1883
C  -0.7813  0.7358  9.7618
C  0.3625  1.3694  10.2442
C  0.7713  2.5976  9.7303
C  0.0243  3.2229  8.7277
C  0.2964  4.6584  8.2969
C  1.6946  5.1244  8.6986
C  -0.8048  5.6012  8.7863
N  -3.0376  3.3234  6.9902
N  -3.3632  3.4795  5.6806
C  -4.7617  3.7040  5.3659
C  -5.5405  2.6174  4.9282
C  -5.0008  1.1850  4.9244
C  -4.8135  0.7016  3.4965
C  -5.8913  0.2419  5.7393
C  -6.8562  2.8429  4.5120
C  -7.4571  4.0785  4.7193
C  -6.7337  5.0917  5.3454
C  -5.3867  4.9320  5.6659
C  -4.7012  6.0821  6.4095
C  -3.3396  6.4886  5.8554
C  -4.6201  5.8019  7.9133
C  -2.2582  3.1746  4.8370
C  -2.2180  3.0263  3.4473
C  0.9369  4.1105  4.9599
C  0.2347  5.4390  4.6877
C  -0.0268  5.6034  3.1917
C  0.9926  6.6463  5.2387
C  2.3010  4.0073  4.7072
H  4.1139  3.2665  2.4295
H  5.6781  2.4787  2.7388
H  4.1739  1.5246  2.7716
H  4.8566  3.7913  4.7147
H  5.0710  1.9540  6.4394
H  4.9706  0.7546  5.1238
H  6.3283  1.8998  5.1854
H  2.8332  0.7566  5.5604
H  -0.6088  0.7569  6.6326
H  1.4375  -0.3303  7.3762
H  0.2970  -1.5189  6.7157
H  1.6977  -1.0147  5.7476
H  -1.3308  0.8258  4.2724
H  -0.0607  -0.3398  3.8544
H  -1.3914  -0.8206  4.9493
H  -2.8260  0.8878  7.0913
H  -4.0770  2.2283  8.5380
H  -4.9061  0.6537  8.5368
H  -3.8843  1.1293  9.9276
H  -1.7860  -1.2804  7.6735
H  -2.6875  -1.3062  9.2181
H  -3.5608  -1.3444  7.6668
H  -1.1121  -0.2057  10.2097
H  0.9462  0.9098  11.0442
H  1.6618  3.0903  10.1282
H  0.2548  4.6709  7.1976
H  2.4471  4.4318  8.3004
H  1.9134  6.1237  8.3060
H  1.7867  5.1603  9.7914
H  -1.7887  5.2458  8.4528
H  -0.8184  5.6328  9.8854
H  -0.6589  6.6214  8.4041
H  -4.0216  1.2194  5.4199
H  -4.0474  1.3093  3.0072
H  -4.4974  -0.3453  3.4706
H  -5.7519  0.8005  2.9392
H  -6.0497  0.6352  6.7520
H  -6.8730  0.1237  5.2607
H  -5.4248  -0.7487  5.8303
H  -7.4073  2.0291  4.0343
H  -8.4870  4.2509  4.4044
H  -7.2269  6.0420  5.5656
H  -5.3709  6.9437  6.2761
H  -3.3892  6.6790  4.7778
H  -2.9828  7.3975  6.3554
H  -2.6073  5.6969  6.0401
H  -5.6177  5.6111  8.3266
H  -4.0064  4.9081  8.0827
H  -4.1743  6.6512  8.4474
H  -3.1077  3.2497  2.8718
H  -1.2570  2.7950  3.0089
H  -0.7399  5.4103  5.1961
H  -0.6477  4.7798  2.8274
H  -0.5502  6.5471  3.0007
H  0.9216  5.5959  2.6381
H  1.1752  6.5441  6.3160
H  1.9570  6.7796  4.7333
H  0.3872  7.5468  5.0782
H  2.8462  4.8871  4.3434
C  -3.7909  1.9680  -8.2398
N  -2.5036  1.5080  -8.7160
C  -2.2725  1.7910  -10.1215
C  -1.4925  1.0776  -7.9038
C  -0.1985  0.8862  -8.4437
C  0.8047  0.3120  -7.6896
C  0.5804  -0.1164  -6.3692
C  1.6963  -0.7128  -5.5782
C  3.0560  -0.2559  -5.8797
C  4.0696  0.0239  -4.9818
C  4.2240  -0.6147  -3.6966
C  5.2802  -1.5173  -3.4202
C  5.5782  -1.8724  -2.1228
C  4.7477  -1.4398  -1.0525
N  5.0800  -1.6668  0.2502
C  4.2890  -1.1113  1.3385
C  6.1617  -2.5573  0.6149
C  3.6003  -0.6585  -1.3511
C  3.3465  -0.2680  -2.6506
Pd  1.2518  -2.8099  -6.0381
P  0.9858  -3.5261  -8.1524
C  1.7334  -5.1624  -8.3180
C  0.9519  -6.2762  -8.6542
C  1.5387  -7.5339  -8.7546
C  2.8999  -7.6980  -8.4809
C  3.6759  -6.5974  -8.1032
C  3.0941  -5.3330  -8.0089
C  -0.7543  -3.5841  -8.6404
C  -1.1688  -4.2320  -9.8221
C  -2.5245  -4.2771  -10.1493
C  -3.4594  -3.5977  -9.3609
C  -3.0370  -2.8705  -8.2432
C  -1.6962  -2.8952  -7.8605
C  1.7904  -2.4212  -9.3484
C  1.0169  -1.7433  -10.3096
C  1.6328  -0.9143  -11.2447
C  3.0218  -0.7503  -11.2267
C  3.7898  -1.3940  -10.2526
C  3.1733  -2.1817  -9.2781
P  0.8706  -4.1606  -4.2502
C  -0.2252  -3.2573  -3.1308
C  -1.6040  -3.5312  -3.0908
C  -2.4560  -2.6941  -2.3668
C  -1.9600  -1.5406  -1.7508
C  -0.5963  -1.2333  -1.8388
C  0.2796  -2.1315  -2.4516
C  0.1353  -5.7404  -4.7399
C  0.7340  -6.9591  -4.3730
C  0.2082  -8.1601  -4.8467
C  -0.9028  -8.1610  -5.6943
C  -1.4865  -6.9507  -6.0788
C  -0.9722  -5.7460  -5.6041
C  2.3662  -4.5017  -3.2927
C  2.4002  -4.4285  -1.8877
C  3.5559  -4.7963  -1.2006
C  4.6861  -5.2268  -1.9002
C  4.6721  -5.2500  -3.2975
C  3.5188  -4.8958  -3.9933
C  -0.7069  0.0928  -5.8141
C  -1.7018  0.7293  -6.5401
H  -4.0182  1.5730  -7.2493
H  -3.8355  3.0695  -8.2134
H  -4.5565  1.6287  -8.9500
H  -1.7457  0.9604  -10.6143
H  -3.2532  1.9127  -10.5981
H  -1.6924  2.7188  -10.2783
H  0.0041  1.1474  -9.4802
H  1.7745  0.1462  -8.1489
H  1.4733  -0.8705  -4.5155
H  3.2674  -0.1127  -6.9455
H  4.9375  0.5813  -5.3664
H  5.8432  -1.9435  -4.2488
H  6.4516  -2.4867  -1.9084
H  3.2449  -1.4629  1.2845
H  4.7297  -1.4541  2.2827
H  4.2828  -0.0079  1.3194
H  7.1100  -2.2509  0.1519
H  6.2733  -2.5272  1.7040
H  5.9506  -3.5970  0.3150
H  2.9350  -0.3253  -0.5551
H  2.4807  0.3536  -2.8901
H  -0.1104  -6.1564  -8.8552
H  0.9220  -8.3786  -9.0616
H  3.3586  -8.6823  -8.5733
H  4.7413  -6.7096  -7.8965
H  3.6927  -4.4773  -7.6934
H  -0.4311  -4.7103  -10.4711
H  -2.8438  -4.8424  -11.0261
H  -4.5183  -3.6311  -9.6190
H  -3.7448  -2.2876  -7.6516
H  -1.3638  -2.3828  -6.9526
H  -0.0661  -1.8719  -10.3251
H  1.0201  -0.4132  -11.9957
H  3.5006  -0.1237  -11.9791
H  4.8757  -1.2963  -10.2475
H  3.7657  -2.6121  -8.4684
H  -1.9982  -4.4010  -3.6157
H  -3.5163  -2.9405  -2.2980
H  -2.6318  -0.8772  -1.2035
H  -0.2049  -0.3000  -1.4284
H  1.3583  -1.9546  -2.4129
H  1.6063  -6.9558  -3.7177
H  0.6714  -9.1003  -4.5466
H  -1.3139  -9.1033  -6.0570
H  -2.3481  -6.9357  -6.7477
H  -1.4154  -4.8011  -5.9283
H  1.5204  -4.1113  -1.3278
H  3.5661  -4.7573  -0.1104
H  5.5801  -5.5424  -1.3595
H  5.5612  -5.5496  -3.8536
H  3.4991  -4.9265  -5.0846
H  -0.9108  -0.2725  -4.8040
H  -2.6746  0.8996  -6.0845

Results of the Mulliken charge analysis, in e, for atoms 1 through 99: number 1, C, carries -1.266; number 2, C, carries 0.332; number 3, C, carries -1.649; number 4, C, carries -0.113; number 5, C, carries 0.133; number 6, C, carries -0.108; number 7, C, carries 2.331; number 8, C, carries -2.225; number 9, C, carries -1.326; number 10, C, carries 0.345; number 11, C, carries -1.656; number 12, N, carries 1.684; number 13, C, carries -0.888; number 14, C, carries 0.615; number 15, C, carries 2.342; number 16, C, carries -1.253; number 17, C, carries -1.537; number 18, C, carries -0.592; number 19, C, carries -1.409; number 20, C, carries -0.566; number 21, C, carries -0.075; number 22, C, carries 2.630; number 23, C, carries -2.257; number 24, C, carries -1.362; number 25, N, carries 0.230; number 26, N, carries 1.663; number 27, C, carries -0.951; number 28, C, carries 0.414; number 29, C, carries 2.433; number 30, C, carries -1.552; number 31, C, carries -1.549; number 32, C, carries -0.376; number 33, C, carries -1.243; number 34, C, carries -1.026; number 35, C, carries 0.054; number 36, C, carries 0.583; number 37, C, carries -1.210; number 38, C, carries -1.266; number 39, C, carries 2.254; number 40, C, carries -2.732; number 41, C, carries 1.098; number 42, C, carries 2.107; number 43, C, carries -1.619; number 44, C, carries -1.414; number 45, C, carries -0.858; number 46, H, carries 0.386; number 47, H, carries 0.471; number 48, H, carries 0.057; number 49, H, carries 0.422; number 50, H, carries 0.374; number 51, H, carries 0.216; number 52, H, carries 0.481; number 53, H, carries 0.216; number 54, H, carries -0.933; number 55, H, carries 0.394; number 56, H, carries 0.390; number 57, H, carries 0.480; number 58, H, carries 0.186; number 59, H, carries 0.301; number 60, H, carries 0.380; number 61, H, carries -0.842; number 62, H, carries -0.056; number 63, H, carries 0.436; number 64, H, carries 0.323; number 65, H, carries 0.144; number 66, H, carries 0.472; number 67, H, carries 0.324; number 68, H, carries 0.304; number 69, H, carries 0.400; number 70, H, carries 0.408; number 71, H, carries -1.026; number 72, H, carries 0.426; number 73, H, carries 0.370; number 74, H, carries 0.508; number 75, H, carries 0.080; number 76, H, carries 0.360; number 77, H, carries 0.334; number 78, H, carries -1.300; number 79, H, carries 0.367; number 80, H, carries 0.379; number 81, H, carries 0.290; number 82, H, carries 0.314; number 83, H, carries 0.389; number 84, H, carries 0.354; number 85, H, carries 0.375; number 86, H, carries 0.378; number 87, H, carries 0.397; number 88, H, carries 0.684; number 89, H, carries 0.331; number 90, H, carries 0.599; number 91, H, carries -0.086; number 92, H, carries 0.385; number 93, H, carries -0.100; number 94, H, carries 0.427; number 95, H, carries 0.206; number 96, H, carries 0.486; number 97, H, carries -1.145; number 98, H, carries 0.357; number 99, H, carries 0.469

Record 2
Formula: C14H23BrNO2
Source: the OMol25 dataset
Level of theory: ωB97M-V with the def2-TZVPD basis set

Computed properties:
LUMO = -0.096 Ha
HOMO = -12.36 eV
ΔE to the lowest compared entry with this formula, charge and spin = 1280.1 kJ/mol
calculated total energy = -90499.522 eV
gap between HOMO and LUMO = 9.745 eV
charge = +1

Cartesian coordinates (Å):
C  -0.0543  -3.0858  -1.2398
H  -0.3095  -2.8090  -2.3147
H  0.8566  -2.3241  -1.0342
H  0.3379  -4.1380  -1.3933
O  -1.1984  -3.1915  -0.6066
C  -0.9834  -3.3393  0.9701
C  -0.9061  -2.0675  1.8728
C  -2.1712  -1.1770  1.5976
N  -2.5763  -0.7936  0.2440
H  -1.9035  -0.0615  -0.0118
H  -2.3180  -1.4443  -0.2360
C  -4.0386  -0.3209  0.0354
C  -4.0445  0.1997  -1.2715
C  -3.8229  1.9823  -0.9797
H  -3.8084  2.2924  -2.1517
H  -4.7699  2.3139  -0.3879
C  -2.5554  2.1668  -0.1955
O  -1.5356  1.4408  -0.5329
C  -0.1284  1.8795  -0.2058
C  0.0941  2.9216  0.7366
C  1.3885  2.9930  0.9647
C  2.2648  2.1276  0.9260
C  2.0016  1.0482  0.0694
C  0.6504  0.8498  -0.2784
H  0.4302  0.1348  -1.3164
Br  3.3364  -0.4383  -0.3740
H  3.4056  1.9454  1.1256
H  1.7532  4.0224  1.6057
H  -0.6722  3.6023  0.9835
H  -2.7151  2.2226  0.9090
H  -2.3614  3.4823  -0.5462
H  -5.1023  0.2176  -1.6844
H  -3.3411  0.0175  -1.8763
H  -4.5745  -1.4430  0.0802
H  -4.2890  0.1201  0.9929
H  -2.0517  -0.1000  2.3808
H  -2.9018  -1.8447  1.9488
H  -0.5255  -2.1500  2.9959
H  -0.0577  -1.2638  1.2873
H  -0.1216  -3.7004  1.1084
H  -1.6719  -3.9311  1.4748

The molecule's natural (NBO) atomic charges, reported in e, are given here: number 1, C, carries -0.284; number 2, H, carries 0.196; number 3, H, carries 0.183; number 4, H, carries 0.180; number 5, O, carries -0.554; number 6, C, carries -0.076; number 7, C, carries -0.442; number 8, C, carries -0.231; number 9, N, carries -0.516; number 10, H, carries 0.451; number 11, H, carries 0.400; number 12, C, carries -0.200; number 13, C, carries -0.438; number 14, C, carries -0.410; number 15, H, carries 0.242; number 16, H, carries 0.242; number 17, C, carries -0.087; number 18, O, carries -0.576; number 19, C, carries 0.303; number 20, C, carries -0.249; number 21, C, carries -0.177; number 22, C, carries -0.274; number 23, C, carries 0.060; number 24, C, carries -0.363; number 25, H, carries 0.257; number 26, Br, carries 0.045; number 27, H, carries 0.271; number 28, H, carries 0.228; number 29, H, carries 0.252; number 30, H, carries 0.175; number 31, H, carries 0.174; number 32, H, carries 0.251; number 33, H, carries 0.211; number 34, H, carries 0.218; number 35, H, carries 0.240; number 36, H, carries 0.219; number 37, H, carries 0.204; number 38, H, carries 0.297; number 39, H, carries 0.197; number 40, H, carries 0.184; number 41, H, carries 0.196

What is the formula in the second record? C14H23BrNO2

Which value of ΔE to the lowest compared entry with this formula, charge and spin does entry 1 give? 46.4 kJ/mol

Which formula does entry 1 have? C97H112N5P2Pd